Entry 1:
Entry from OMol25: a structure of composition C13H19BaP2 (the ωB97M-V functional and the def2-TZVPD basis).

Positions of all 35 atoms, in Å:
C 0.508180 1.197099 -4.227388
C 0.258579 0.422854 -5.275329
C -0.079098 -0.961126 -5.322679
C -0.173428 -1.832935 -4.220744
C -0.017014 -1.624733 -2.932191
Ba 0.145497 0.373106 -1.887273
P 0.338965 3.074270 -1.360795
H 0.849048 2.263262 -4.252780
H 0.364918 0.928406 -6.238196
H -0.202309 -1.408106 -6.297271
H -0.015730 -2.294795 -2.044981
H -0.361250 -2.880593 -4.400774
H -0.816485 3.415982 -0.641118
H 0.465119 3.890099 -2.464679
H 1.446865 3.226037 -0.515195
C -1.584562 -1.695922 0.761091
P -0.297993 -0.417100 0.868788
C -1.402473 1.069755 0.900649
C 0.356673 -0.483189 2.549155
C -0.433337 -0.809816 3.664378
C 0.125417 -0.791853 4.950235
C 1.466284 -0.443121 5.140028
C 2.258155 -0.111795 4.031737
C 1.713669 -0.130233 2.747817
H -2.168814 -1.512715 -0.149583
H -2.267132 -1.657568 1.616208
H -1.133160 -2.691443 0.673991
H -2.106697 0.966279 1.733710
H -0.808971 1.974563 1.066322
H -1.979798 1.170502 -0.035677
H -1.487753 -1.069214 3.544048
H -0.496744 -1.044984 5.811001
H 1.894224 -0.421061 6.142486
H 3.303569 0.169021 4.174037
H 2.337602 0.141053 1.890956

Atomic forces in eV per Å
0.8 1.6 2.6
0.0 -0.1 -1.7
-0.1 -0.3 0.1
-0.2 -1.5 -2.3
0.5 1.0 1.9
-0.1 -1.9 1.3
0.0 1.1 -0.3
-0.2 -0.4 -1.2
-0.2 -0.4 -0.8
-0.1 -0.1 -0.2
-0.2 -0.6 -0.4
-0.3 -0.8 -1.3
0.3 0.8 0.1
0.1 1.3 0.1
-0.1 0.7 0.2
-0.3 -0.3 0.3
0.7 -0.1 0.1
-0.2 0.0 0.5
-0.1 0.2 1.2
0.7 0.1 0.3
0.0 0.0 -0.1
-0.1 0.0 -0.4
-0.2 0.0 0.2
-0.5 -0.2 0.2
0.2 -0.1 0.1
-0.1 -0.1 -0.1
-0.1 0.2 0.0
-0.1 0.1 -0.1
-0.1 -0.2 0.0
0.3 -0.1 0.4
0.3 0.1 0.0
0.2 0.1 -0.2
-0.1 0.0 -0.2
-0.3 -0.1 0.0
-0.3 -0.2 0.2

Highest occupied orbital energy in eV: -0.64
Electronic energy in eV: -33050.60554
LUMO energy in Ha: 0.079
Charge: -1
Gap between HOMO and LUMO in eV: 2.8

---

Entry 2:
Entry from OMol25: a cluster of 2 separate species, C2H5O3 in total (the ωB97M-V functional and the def2-TZVPD basis).

Positions of all 10 atoms, in Å:
O -2.794065 3.115281 1.777165
H -1.935775 2.688251 1.999075
H -2.765155 3.237801 0.801255
O 0.082784 -1.483198 0.810095
O -0.290656 -0.121198 -0.816914
C 0.389654 -1.008178 -0.263954
C 1.598053 -1.520687 -0.928034
H 1.528813 -2.599207 -1.148504
H 2.518813 -1.338417 -0.348734
H 1.667533 -0.970448 -1.881454

Atomic forces in eV per Å
0.8 0.0 -0.7
-0.9 0.3 -0.4
0.1 -0.3 1.1
-0.1 -1.9 3.1
0.0 1.1 -1.5
-1.6 1.2 -0.1
1.7 -0.2 -1.8
0.0 0.3 0.2
-0.4 -0.1 0.0
0.3 -0.4 0.2

Highest occupied orbital energy in eV: -3.39
Electronic energy in eV: -8298.80154
LUMO energy in Ha: 0.147
Charge: -1
Gap between HOMO and LUMO in eV: 7.4

---

Entry 3:
Entry from OMol25: a cluster of 10 separate species, C20H47N11O21P in total (the ωB97M-V functional and the def2-TZVPD basis).

Positions of all 100 atoms, in Å:
C -4.154122 1.135844 -4.333629
O -3.579628 2.080556 -5.216344
C -2.400499 2.678836 -4.678884
C -1.117612 1.974332 -5.125046
C -0.678146 0.785453 -4.215631
C -0.410877 -0.514244 -5.022745
C -0.724452 -1.760254 -4.172288
C 0.289083 -1.972885 -2.992884
N -0.417870 -1.578600 -1.738268
C -1.259495 -2.472548 -1.228838
C -1.965208 -2.124929 -0.091420
C -1.766392 -0.863110 0.454136
P -2.707644 -0.283265 1.919903
O -2.598692 -1.327142 3.164769
O -2.160548 1.218340 2.343279
C -0.809384 -0.045940 -0.196448
N -0.145982 -0.395465 -1.266493
H -4.304928 1.524133 -3.317486
H -3.537167 0.222664 -4.346645
H -5.140146 0.845876 -4.718144
H -2.424542 3.723002 -5.009739
H -2.438252 2.697050 -3.577178
H -1.179840 1.606937 -6.156104
H -0.315025 2.724584 -5.122996
H 0.248142 1.063846 -3.697267
H -1.458709 0.636488 -3.458283
H 0.605255 -0.544424 -5.425744
H -1.125713 -0.496633 -5.851052
H -1.748327 -1.626980 -3.776515
H -0.768414 -2.658472 -4.801628
H 1.125504 -1.294980 -3.163709
H 0.612587 -3.011586 -2.906414
H -1.377145 -3.442582 -1.696096
H -2.663071 -2.812936 0.376031
H -3.503167 -1.617182 3.348566
H -2.128998 1.733604 1.520963
H -0.628419 0.933574 0.240889
C 1.553314 1.457089 2.315016
N 2.214051 2.459414 1.441945
O 1.679207 2.714149 0.376751
O 3.240714 2.955024 1.846008
H 0.657036 1.109653 1.814141
H 2.252610 0.642471 2.463350
H 1.304601 1.939451 3.254512
C 4.085417 -2.271996 0.218813
N 3.535487 -2.036726 1.580494
O 3.773646 -2.849507 2.439837
O 2.865654 -1.026296 1.721771
H 4.650933 -3.197809 0.224577
H 3.238218 -2.337235 -0.459324
H 4.724741 -1.430312 -0.031734
C 4.409841 2.792584 5.069088
N 3.744309 2.436410 6.348638
O 2.537630 2.531338 6.408730
O 4.465142 2.071932 7.257458
H 3.654240 3.097055 4.356535
H 5.098945 3.606971 5.278657
H 4.939271 1.910051 4.721150
C -1.268057 -0.670562 -9.968699
N -1.166073 -1.280143 -8.614853
O -2.120450 -1.911866 -8.202860
O -0.132601 -1.104679 -8.005839
H -2.240072 -0.911054 -10.383433
H -1.148263 0.402795 -9.852537
H -0.470469 -1.089607 -10.575251
C -3.728812 2.821771 5.227383
N -3.944069 4.292845 5.171223
O -4.057107 4.799061 4.072559
O -3.990510 4.878289 6.228522
H -3.705697 2.432902 4.215793
H -2.779165 2.647377 5.726111
H -4.552270 2.392111 5.790921
C 5.352249 4.238900 9.421564
N 6.072594 5.241157 8.591066
O 5.606735 5.503700 7.498032
O 7.077074 5.726156 9.061097
H 4.484435 3.897512 8.871854
H 6.037968 3.418410 9.610034
H 5.060321 4.725765 10.347802
C 1.644363 -5.471764 0.273032
N 2.584613 -5.563791 -0.879469
O 2.307367 -4.928716 -1.884083
O 3.557201 -6.260314 -0.730748
H 0.824574 -4.816809 -0.001064
H 1.286383 -6.475355 0.483743
H 2.199671 -5.069490 1.117365
C -4.551761 -2.504005 -5.509896
N -4.715659 -2.822806 -4.063086
O -5.543021 -3.643249 -3.753883
O -3.992208 -2.224834 -3.278510
H -5.253127 -3.105723 -6.076022
H -4.756321 -1.444498 -5.636287
H -3.526398 -2.738319 -5.785655
C 0.002612 -1.330822 5.360267
N 1.201381 -0.488126 5.128639
O 2.266232 -1.043034 4.968320
O 1.019035 0.712710 5.105941
H 0.294562 -2.375269 5.354971
H -0.423725 -1.054946 6.320511
H -0.680698 -1.116349 4.544392

Atomic forces in eV per Å
0.0 -0.5 -0.7
-0.1 0.1 0.7
0.0 0.0 -0.4
0.7 0.0 0.3
0.4 0.3 -0.5
-1.0 0.2 0.8
0.1 0.0 -0.2
-1.0 0.5 -1.0
1.1 -1.3 -1.1
-0.6 0.5 0.9
-0.4 0.2 0.5
1.9 -0.3 0.8
-3.6 0.7 -1.2
1.3 0.4 -0.4
1.0 -1.5 -0.1
-1.0 0.3 1.0
-0.1 0.3 0.2
0.2 0.0 -0.1
-0.2 0.1 0.5
0.2 0.2 0.0
0.1 -0.2 -0.1
-0.1 0.0 -0.2
-0.3 0.3 0.1
-0.2 -0.1 0.0
-0.3 0.0 0.2
0.2 -0.2 -0.1
-0.2 0.0 -0.1
0.3 -0.3 0.0
0.4 -0.2 0.0
0.2 0.1 0.1
0.0 -0.2 0.5
0.0 0.2 0.2
0.2 0.2 -0.2
0.1 -0.1 -0.2
0.1 0.1 0.1
-0.1 0.3 0.3
0.5 -0.1 -0.6
-0.1 0.2 0.1
-0.2 -0.1 0.0
0.0 0.0 -0.1
0.0 0.0 -0.1
0.1 0.0 0.0
-0.1 0.3 0.2
0.1 0.0 0.0
0.2 -0.2 -0.1
0.1 -0.1 -0.1
-0.1 0.0 0.0
0.1 -0.5 -0.1
0.0 0.0 0.1
0.0 0.1 0.0
-0.1 0.1 0.0
0.0 0.1 -0.2
0.0 0.1 -0.1
0.1 0.1 0.1
0.0 -0.1 0.0
0.0 0.0 0.0
0.1 -0.1 0.1
0.1 0.0 0.1
-0.2 0.0 -0.1
0.0 0.0 -0.1
0.0 0.0 0.1
0.0 -0.1 -0.1
0.0 0.0 0.1
0.1 0.0 0.0
0.1 0.1 0.1
0.0 -0.2 -0.1
0.0 0.0 -0.1
0.0 0.0 0.0
0.0 0.0 0.0
0.0 0.1 0.0
-0.1 0.0 0.1
0.1 0.1 0.1
-0.2 -0.1 0.0
-0.1 -0.1 0.0
0.1 0.0 0.0
0.0 0.0 -0.1
0.0 0.0 0.0
0.0 0.1 0.1
0.2 0.0 0.0
-0.1 0.1 0.1
-0.1 0.0 0.1
0.0 0.1 0.0
0.0 0.1 -0.1
0.0 0.0 -0.1
0.1 0.0 0.1
0.0 -0.1 0.0
-0.1 -0.1 -0.1
-0.1 0.0 -0.2
0.1 0.0 0.1
0.1 -0.1 0.1
0.0 0.0 0.1
0.1 0.0 0.0
0.0 0.1 0.0
0.0 -0.3 0.0
0.0 -0.1 0.2
0.0 0.1 0.0
-0.1 -0.2 -0.1
0.1 0.1 0.0
0.0 0.1 -0.1
-0.1 0.0 0.2

Highest occupied orbital energy in eV: -11.97
Electronic energy in eV: -90146.47666
LUMO energy in Ha: -0.180
Charge: +1
Gap between HOMO and LUMO in eV: 7.1